57
Properties=species:S:1:pos:R:3:mulliken_charge:R:1 method="wB97M-V/def2-TZVPD" total_charge=+1 e_above_lowest_kj_mol=0.00 homo_lumo_gap_ha=0.3138
Bi -1.7883 -0.0158 -0.9568 1.59
O -2.0252 -3.8981 -2.7086 -0.58
C -1.5923 -2.9710 -2.0915 0.46
O -2.0751 -1.7317 -2.1962 -0.79
C -0.3885 -3.1538 -1.1601 -0.85
P -0.3264 -1.9286 0.1583 0.88
C 1.3139 -1.8785 0.8566 0.99
C 2.3731 -1.4804 0.0386 -0.50
C 3.6569 -1.4579 0.5497 -0.69
C 3.8810 -1.8183 1.8750 -0.54
C 2.8260 -2.2020 2.6885 -0.73
C 1.5331 -2.2333 2.1835 -0.48
C -1.5507 -2.3147 1.4052 0.25
C -1.8423 -1.2973 2.3242 -0.25
C -2.8143 -1.5036 3.2887 -0.83
C -3.5031 -2.7099 3.3266 -0.54
C -3.2274 -3.7108 2.4049 -0.73
C -2.2517 -3.5187 1.4374 -0.63
H 0.5230 -3.0380 -1.7531 0.52
H -0.3816 -4.1702 -0.7691 0.57
H 2.1960 -1.1667 -0.9844 0.20
H 4.4809 -1.1461 -0.0776 0.45
H 4.8862 -1.7939 2.2744 0.41
H 3.0049 -2.4775 3.7189 0.44
H 0.7108 -2.5331 2.8194 0.43
H -1.3035 -0.3519 2.2976 0.46
H -3.0358 -0.7230 4.0038 0.50
H -4.2663 -2.8680 4.0768 0.41
H -3.7736 -4.6437 2.4351 0.44
H -2.0497 -4.3051 0.7217 0.36
C 1.0461 3.4921 -4.3208 -0.82
N 0.4294 2.2252 -3.9161 0.19
C 0.7059 0.9803 -4.4406 -0.42
C 0.0069 0.0820 -3.7081 -0.56
N -0.6737 0.7784 -2.7276 0.02
C -0.3988 2.0695 -2.8896 -0.53
H 1.3946 3.3941 -5.3444 0.34
H 1.8820 3.7163 -3.6623 0.29
H 0.3051 4.2847 -4.2702 0.36
H 1.3571 0.8491 -5.2864 0.46
H -0.0858 -0.9827 -3.8245 0.46
H -0.7580 2.8717 -2.2617 0.68
F -0.9672 5.3158 2.1440 -0.18
C -1.8092 4.7534 1.2973 0.40
F -2.9946 4.6013 1.8690 -0.19
F -1.9302 5.5089 0.2156 -0.19
S -1.2126 3.0724 0.8385 1.20
O -2.0767 2.6409 -0.2617 -0.76
O -1.2602 2.2672 2.0299 -0.59
N 0.2377 3.4350 0.3015 -0.55
S 1.1956 2.2217 0.0074 1.15
O 0.4583 0.9516 -0.0403 -0.17
O 2.0861 2.4937 -1.0762 -0.71
C 2.2733 2.0413 1.5193 0.52
F 1.7225 1.1786 2.3643 -0.20
F 3.4604 1.5867 1.1416 -0.20
F 2.4159 3.2122 2.1145 -0.22

78
Properties=species:S:1:pos:R:3:mulliken_charge:R:1 method="wB97M-V/def2-TZVPD" total_charge=-1 homo_lumo_gap_ha=0.3126
N -1.6212 -0.7497 0.0308 0.86
H -1.4792 -0.7741 -0.9832 0.02
H -2.0311 0.1937 0.1834 0.55
H -0.6987 -0.7821 0.4718 -0.25
H -2.2343 -1.5536 0.2340 0.28
C -0.6944 -2.6227 -4.5244 0.56
F 0.4178 -2.9664 -3.8892 -0.21
F -0.3737 -1.7007 -5.4456 -0.26
F -1.1601 -3.7022 -5.1945 -0.24
S -1.9851 -1.9447 -3.3804 1.15
O -3.2072 -1.8765 -4.1334 -0.69
O -1.9420 -2.8976 -2.2847 -0.63
O -1.4701 -0.6286 -3.0153 -0.95
N -3.0967 2.5976 0.7426 1.00
O -3.8433 3.5478 0.6537 -0.68
O -2.1869 2.5975 1.6314 -0.88
O -3.2007 1.6137 -0.0357 -0.75
C 0.0774 3.7480 3.6826 -0.68
C 0.4528 2.2811 3.6591 -0.38
O 0.3328 1.6622 2.3990 -0.32
O -1.3107 3.9944 3.8383 -0.61
H 0.4442 4.2259 2.7606 0.24
H 0.5737 4.2696 4.5052 0.39
H -0.1041 1.6957 4.4010 0.24
H 1.4894 2.2776 4.0333 0.35
H -0.4413 2.0401 1.9364 0.24
H -1.7405 3.6525 3.0288 0.56
C 2.1582 -1.4384 -1.5123 -1.69
C 1.9429 -1.0626 -0.0496 1.45
C 3.2506 -0.8906 0.7163 -0.99
O 4.0831 -2.0140 0.4855 -0.32
C 4.7865 -2.4342 1.6195 -0.78
N 1.0682 0.1167 0.0297 -0.23
H 2.8392 -0.7472 -2.0090 0.39
H 1.1921 -1.4931 -2.0138 0.30
H 2.5583 -2.4524 -1.5637 0.42
H 1.4516 -1.9061 0.4566 -0.23
H 2.9838 -0.8283 1.7823 0.40
H 3.7745 0.0441 0.4708 0.36
H 5.2171 -3.4129 1.3994 0.27
H 4.1500 -2.5919 2.5006 0.31
H 5.5827 -1.7222 1.8668 0.29
H 1.4151 0.8202 -0.6137 0.01
H 1.1110 0.4764 0.9857 0.16
C 1.0717 2.4853 -3.5143 -1.58
C 0.0716 2.8390 -2.4114 2.00
C -0.1069 4.3225 -2.1041 -0.77
O 0.9151 4.9512 -1.3187 -0.36
C 2.2255 5.0304 -1.8492 -0.72
N -1.2249 2.2793 -2.7783 -0.78
H 1.9187 3.1636 -3.4440 0.42
H 0.6259 2.6297 -4.5004 0.41
H 1.4484 1.4645 -3.4545 0.22
H 0.4808 2.3952 -1.4797 -0.64
H -0.9086 4.3628 -1.3620 0.29
H -0.3560 4.9222 -2.9857 0.32
H 2.7498 5.7719 -1.2499 0.26
H 2.1942 5.3480 -2.8993 0.34
H 2.7369 4.0667 -1.7792 0.22
H -1.9397 2.4291 -2.0702 0.22
H -1.1381 1.2659 -2.8671 0.36
C -1.5523 -4.5270 0.4163 -1.15
C -2.5079 -3.9599 1.4310 0.25
C -1.8466 -3.3787 2.6551 -1.00
O -0.8728 -2.4262 2.3133 -0.08
C -0.2108 -1.9171 3.4315 -0.72
N -3.3870 -2.9637 0.7553 -0.72
H -0.8940 -5.3180 0.7700 0.43
H -0.8779 -3.7474 0.0407 0.10
H -2.1019 -4.8000 -0.4856 0.39
H -3.1365 -4.7797 1.8179 0.30
H -1.4046 -4.2147 3.2296 0.38
H -2.5439 -2.9264 3.3808 0.48
H 0.3917 -2.6757 3.9533 0.35
H -0.8961 -1.4512 4.1558 0.34
H 0.4736 -1.1211 3.1300 0.01
H -3.7213 -3.3514 -0.1227 0.21
H -4.2076 -2.8311 1.3391 0.22

54
Properties=species:S:1:pos:R:3:mulliken_charge:R:1 method="wB97M-V/def2-TZVPD" spin_multiplicity=2 homo_lumo_gap_ha="0.2420 / 0.2604"
Cr 0.0706 0.4553 -0.1433 -0.13
S 0.0591 0.5194 -2.4821 -0.46
C 1.7353 0.2160 -2.8905 0.97
C 2.0766 -0.0361 -4.2260 -0.75
C 3.3761 -0.3365 -4.5913 -0.55
C 4.3857 -0.3971 -3.6358 -0.63
C 4.0730 -0.1459 -2.3128 -0.48
C 2.7651 0.1705 -1.9486 0.21
S 2.4464 0.4478 -0.2197 -0.33
C 2.6482 2.2599 -0.0790 -1.08
C 1.3792 3.0732 -0.0428 0.59
C 1.4733 4.4415 0.1487 -0.93
C 0.3204 5.2033 0.1718 -0.44
C -0.8946 4.5725 -0.0347 -1.03
C -0.9250 3.2040 -0.2258 0.56
C -2.2095 2.5042 -0.5583 -1.04
S -2.2601 0.7392 -0.0812 -0.21
C -2.6591 0.8625 1.6467 0.23
C -3.9989 0.9186 2.0095 -0.52
C -4.3550 0.9449 3.3465 -0.74
C -3.3589 0.8932 4.3143 -0.49
C -2.0249 0.8224 3.9504 -0.85
C -1.6469 0.7978 2.6045 0.97
S 0.0554 0.6587 2.1934 -0.46
N 0.1969 2.4649 -0.1909 1.04
H 1.2877 -0.0077 -4.9672 0.45
H 3.6064 -0.5366 -5.6305 0.38
H 5.3991 -0.6521 -3.9169 0.39
H 4.8331 -0.2023 -1.5424 0.44
H 3.2649 2.5772 -0.9183 0.49
H 3.2094 2.4248 0.8410 0.54
H 2.4484 4.8915 0.2812 0.51
H 0.3664 6.2710 0.3430 0.42
H -1.8212 5.1303 -0.0545 0.49
H -2.3208 2.4795 -1.6460 0.45
H -3.0649 3.0200 -0.1291 0.59
H -4.7582 0.9317 1.2361 0.47
H -5.3982 0.9798 3.6305 0.38
H -3.6245 0.8994 5.3642 0.37
H -1.2485 0.7659 4.7030 0.45
Br 1.2179 -3.5665 -1.9932 -0.16
C 0.3396 -4.4217 -0.5420 0.26
C 0.5250 -5.7947 -0.4377 -0.60
C -0.0748 -6.4994 0.5908 -0.44
C -0.8650 -5.8386 1.5186 -0.63
C -1.0710 -4.4766 1.3946 -0.51
C -0.4774 -3.7435 0.3677 0.08
C -0.8353 -2.2762 0.2970 0.78
O -1.9489 -1.9363 0.6674 -0.57
O 0.1053 -1.4790 -0.0889 -0.01
H 1.1397 -6.2996 -1.1704 0.40
H 0.0700 -7.5705 0.6584 0.37
H -1.3315 -6.3831 2.3295 0.38
H -1.7010 -3.9410 2.0912 0.42